1.
Molecular formula: C5H9N3
Method: DFT, ωB97M-V with the def2-TZVPD basis set

Structure (XYZ):
```
17
Properties=species:S:1:pos:R:3:forces:R:3
H -3.156821 1.040639 0.401425 0.6 0.5 -1.3
N -3.083162 1.226126 -0.642149 4.8 -2.7 -0.7
C -1.915872 0.674443 -1.169704 -3.7 -0.6 1.2
N -0.786437 -0.063964 -0.513076 -3.2 0.3 -11.8
N -0.343613 -0.158857 0.696629 -1.0 -2.9 2.3
C 0.539309 0.898644 0.766921 3.4 2.7 4.0
C 1.830989 0.399089 -0.065418 1.2 2.7 3.5
C 1.746843 -0.904239 -0.113546 1.5 -2.8 -1.5
C 0.335867 -1.495484 0.595929 2.0 0.0 2.0
H -2.063410 0.501324 -2.417836 1.4 0.7 3.8
H 0.095306 -0.341393 -1.316468 -3.6 1.4 2.5
H 0.835776 0.957891 2.052367 -0.4 0.5 -3.8
H -0.040595 1.821248 0.402054 1.4 -1.2 0.9
H 2.923516 0.936006 0.054472 -3.2 -1.1 -1.1
H 2.740449 -1.352567 -0.590116 -2.7 -0.1 1.3
H 0.765661 -1.789030 1.652458 -1.1 0.3 -1.9
H -0.423805 -2.349875 0.206057 2.3 2.4 0.6
```
Positions in Å, forces in eV/Å.

Properties
ΔE to the lowest compared entry with this formula, charge and spin   184.43 kcal per mole
SMILES   [H]/N=C\NN1CC=CC1
Electronic energy   -9793.469 eV

2.
Molecular formula: C21H52Cl2P2PrSi
Method: DFT, ωB97M-V with the def2-TZVPD basis set

Structure (XYZ):
```
79
Properties=species:S:1:pos:R:3:forces:R:3
Pr -0.128150 0.762535 0.193530 0.1 -0.1 0.5
Cl -0.200334 0.900060 -2.479334 -0.1 0.2 -0.7
P -2.766358 -0.474619 -0.327224 2.2 0.7 0.7
C -3.068974 -1.307508 -1.935307 -0.2 0.3 0.2
C -3.572771 -1.366367 1.093087 -0.6 0.1 -0.7
C -3.352911 1.273093 -0.556732 -0.6 -0.8 -0.5
C -1.962966 -2.308999 -2.287190 0.2 0.0 0.0
H -3.013625 -0.478327 -2.664048 -0.1 -0.2 0.3
C -4.466683 -1.912659 -1.956120 -0.2 -0.2 -0.7
H -4.513847 -2.845885 -1.383037 0.0 0.2 0.0
H -4.725757 -2.141502 -2.999908 -0.1 -0.1 0.2
H -5.217904 -1.213154 -1.577397 0.1 -0.2 0.0
H -1.072685 -1.804635 -2.678450 -0.2 0.0 0.3
H -2.324105 -2.981858 -3.062983 -0.1 -0.2 -0.1
H -1.642000 -2.901246 -1.422814 -0.1 0.1 -0.2
H -2.833927 1.563306 -1.494936 -0.2 -0.2 0.4
C -2.877265 2.213641 0.552450 0.0 0.0 0.4
C -4.862607 1.336798 -0.784177 0.0 0.9 0.0
H -5.127129 0.977907 -1.781938 0.0 0.0 0.1
H -5.164979 2.391824 -0.714414 -0.3 -0.2 -0.1
H -5.413117 0.761906 -0.028192 0.1 0.2 -0.1
H -2.027145 1.848630 1.176834 -0.6 0.4 -0.3
H -3.670322 2.391006 1.290347 0.1 0.0 -0.2
H -2.586184 3.189309 0.138178 -0.1 -0.3 0.2
C -2.792993 -2.668302 1.298904 0.2 0.1 0.0
H -4.606330 -1.574304 0.781273 0.0 -0.2 0.3
C -3.556338 -0.536556 2.376331 0.4 0.2 -0.1
H -2.901906 -3.350206 0.457391 0.1 0.0 -0.1
H -3.153254 -3.183556 2.191265 -0.1 0.0 0.1
H -1.726262 -2.438459 1.445278 -0.3 -0.1 -0.1
H -2.529304 -0.200279 2.610056 -0.4 -0.1 -0.1
H -3.876073 -1.152956 3.218892 -0.1 -0.1 0.0
H -4.217479 0.327904 2.320362 0.0 0.1 0.0
Cl 0.084385 -0.506409 2.497966 -0.1 -0.3 0.8
H 0.011349 -1.257508 -0.271176 0.3 -0.1 -0.1
P 2.769705 0.462095 -0.197970 -1.9 0.1 0.9
C 3.003553 2.097461 -1.079465 0.5 -0.6 -0.3
C 3.729766 0.465729 1.407146 0.6 0.0 -0.7
C 3.264988 -0.883687 -1.337022 0.3 0.7 -0.1
C 1.889699 3.108784 -0.782324 -0.1 0.0 0.3
H 2.915280 1.806298 -2.144812 0.1 0.1 0.3
C 4.384281 2.691677 -0.829249 0.1 0.4 -0.6
H 4.451297 3.175951 0.149961 0.0 -0.1 -0.1
H 4.569850 3.456229 -1.599974 0.1 0.0 0.3
H 5.171431 1.938639 -0.916716 0.0 0.1 0.1
H 0.946422 2.848270 -1.289517 0.3 0.0 0.2
H 2.159735 4.100484 -1.147095 0.1 0.1 -0.2
H 1.699792 3.226825 0.300214 0.0 -0.2 -0.3
H 2.659713 -0.643946 -2.234758 0.3 0.0 0.4
C 2.861861 -2.287958 -0.866348 -0.1 -0.3 0.1
C 4.748505 -0.729349 -1.655862 0.0 -0.6 -0.5
H 4.910683 0.155472 -2.282627 0.1 -0.1 0.2
H 5.056450 -1.614841 -2.226175 0.3 0.2 0.0
H 5.356547 -0.663761 -0.740872 -0.1 0.0 -0.3
H 2.129672 -2.270639 -0.045220 0.2 0.0 -0.3
H 3.736002 -2.883354 -0.568061 -0.1 0.2 0.1
H 2.388179 -2.822806 -1.700308 0.1 0.1 0.2
C 3.076374 1.478665 2.338634 -0.5 -0.2 0.3
H 4.766459 0.764721 1.169608 -0.1 -0.1 0.3
C 3.703022 -0.917672 2.071636 -0.5 0.1 0.0
H 3.230848 2.518647 2.066679 0.1 0.0 -0.1
H 3.420434 1.338956 3.370694 0.2 0.0 -0.1
H 1.985466 1.300654 2.383733 0.5 0.2 0.0
H 2.659812 -1.241914 2.219509 0.3 0.1 -0.1
H 4.160603 -0.856695 3.062137 0.1 0.1 0.0
H 4.233431 -1.669327 1.501011 0.1 -0.2 -0.2
C -1.385862 2.780207 3.687434 -0.2 0.7 0.7
Si -0.078457 3.422085 2.462848 0.3 -1.9 -1.7
C -0.630054 4.926081 1.422098 -0.2 0.7 0.5
C 1.373426 4.042818 3.503880 0.1 0.4 0.4
H -2.350377 2.556559 3.216111 0.2 0.0 0.1
H -1.571907 3.509987 4.493999 -0.2 -0.2 0.0
H -1.013942 1.854150 4.151372 0.0 0.2 -0.2
H -0.677453 5.847008 2.025924 -0.1 0.1 -0.2
H 0.108487 5.092577 0.622522 -0.2 -0.1 0.2
H -1.614369 4.790859 0.959001 0.2 0.0 0.0
H 1.078657 4.886614 4.150277 0.1 -0.1 0.0
H 1.761579 3.244352 4.155051 -0.1 0.2 -0.2
H 2.193068 4.395869 2.858632 -0.2 -0.1 0.2
```
Positions in Å, forces in eV/Å.

Properties
ΔE to the lowest compared entry with this formula, charge and spin   0.00 kcal per mole
Electronic energy   -88192.908 eV
Net charge   -1
Multiplicity   3

What is the formula in the first record? C5H9N3